*one*
# CH3Cl2P

2 unconnected molecules or ions with the total composition CH3Cl2P (wB97M-V/def2-TZVPD, OMol25).

## Properties
SMILES = C=PCl.Cl
Multiplicity = 1
E_HOMO = -0.3660 Ha
Lowest unoccupied orbital energy = -0.007 Ha
Frontier orbital gap = 9.8 eV

Atoms and positions in Å:
H (1.54235, -0.32525, 0.37795)
H (-0.74082, 1.50359, 0.89438)
H (0.23203, -1.37616, -0.21970)
C (0.88412, -1.15114, 0.65728)
P (0.58465, -1.29064, 2.25519)
Cl (-1.82980, 2.14423, 0.77923)
Cl (-1.08901, -2.30246, 2.32678)



*two*
# CH3Cl2P

2 unconnected molecules or ions with the total composition CH3Cl2P (wB97M-V/def2-TZVPD, OMol25).

## Properties
Multiplicity = 1
E_HOMO = -0.3660 Ha
Lowest unoccupied orbital energy = 0.009 Ha
Frontier orbital gap = 10.2 eV

Atoms and positions in Å:
Cl (2.08221, -0.78700, -0.26541)
H (-1.56022, 0.32252, -1.33384)
P (-0.91350, -0.79238, -0.63570)
H (-1.68540, -0.43740, 0.59261)
Cl (0.78147, 1.77698, -0.12119)
C (0.62836, 0.01843, 0.13314)
H (0.66707, -0.10114, 1.63040)



Of them, *one* has the highest stability.



*one*
# C21H23N5O5S2

C21H23N5O5S2 in the gas phase (wB97M-V/def2-TZVPD, OMol25).

## Properties
SMILES = COC(=O)c1ccccc1NC(=O)CSc1nnc(CNS(=O)(=O)c2ccc(C)cc2)n1C
Multiplicity = 1
E_HOMO = -0.3110 Ha
Lowest unoccupied orbital energy = 0.009 Ha
Frontier orbital gap = 8.7 eV

Atoms and positions in Å:
C (-2.29931, 2.32470, -2.31619)
C (-0.10187, -2.73227, 2.30510)
C (1.62465, 0.40926, 1.71644)
H (-3.36227, 2.32811, -2.14131)
H (-1.64273, 3.58772, 0.31717)
H (-1.44881, -0.54745, -0.94036)
C (0.42890, 2.29139, -2.78604)
N (-2.13396, 0.14887, -1.24440)
H (3.75881, -0.66972, -2.29626)
H (2.43658, -1.84407, -2.54950)
N (-2.04480, -1.97015, 1.80386)
C (1.13580, -3.01212, 3.08317)
C (-1.69309, 3.37627, -2.97144)
H (-0.53694, 4.59063, 1.25071)
N (-1.12719, -2.07212, 2.77220)
C (2.19810, 1.30538, 0.83368)
C (0.18078, 2.62284, 0.88254)
H (0.86258, -3.51249, 4.01485)
C (-3.44952, -0.15823, -1.11548)
H (3.20570, 1.12989, 0.48996)
C (-3.70697, -1.51950, -0.48166)
H (1.92319, 3.12046, -0.25934)
S (-2.40795, -2.76348, -0.76066)
O (1.90953, 0.12747, -2.22604)
C (0.68159, 0.06863, -1.71926)
H (-1.37906, 1.85282, 2.13094)
H (1.80367, -3.65685, 2.49942)
H (0.14550, 4.18948, -3.72199)
H (-4.64075, -1.91717, -0.87752)
S (2.63777, -0.97248, 2.20997)
C (1.47727, 2.41251, 0.42331)
C (0.34799, 0.60418, 2.20007)
H (2.77265, -1.24006, -0.91062)
C (-0.15853, 1.21418, -2.11939)
H (0.53971, -4.85684, 0.32015)
H (2.33504, -1.77801, 4.26091)
H (-0.19631, 4.25859, -0.44904)
N (1.78329, -1.75565, 3.41908)
H (1.53596, -3.37597, 0.17115)
C (-1.56669, -2.58161, 0.75100)
N (-0.33044, -3.08974, 1.00486)
H (-0.08208, -0.09354, 2.90059)
C (2.76913, -0.97950, -1.97101)
C (-0.32499, 3.36551, -3.20754)
C (-0.59455, 3.83378, 0.46827)
C (-1.54944, 1.23111, -1.88029)
C (0.52938, -3.78835, 0.09428)
H (-2.29175, 4.21216, -3.30081)
O (3.83835, -0.46024, 2.80460)
H (-3.78479, -1.40929, 0.60273)
C (-0.37325, 1.70444, 1.76763)
H (0.15398, -3.63481, -0.91582)
H (1.49126, 2.26558, -2.96874)
O (0.30768, -0.86225, -1.02509)
O (2.79212, -1.87151, 1.09005)
O (-4.37893, 0.54953, -1.43289)



*two*
# C21H23N5O5S2

A molecular structure, C21H23N5O5S2 (wB97M-V/def2-TZVPD, OMol25).

## Properties
Multiplicity = 1
E_HOMO = -0.3305 Ha
Lowest unoccupied orbital energy = -0.032 Ha
Frontier orbital gap = 8.1 eV

Atoms and positions in Å:
C (8.73233, -0.78349, -0.76013)
C (7.94452, 0.37405, -0.92405)
C (-1.00938, 1.29317, -0.69287)
C (-1.84941, 0.14810, -1.25632)
C (-5.58758, -0.36476, -0.29089)
O (-4.28797, 1.50186, -1.58671)
H (-2.31910, 0.44894, -2.19303)
C (4.02821, -0.54411, 0.77522)
C (-5.40855, -1.70102, -0.50829)
H (9.69867, -0.97255, -1.17942)
C (-7.77952, -2.17634, -0.29230)
H (-1.66440, 2.15758, -0.56086)
H (8.17697, 1.25329, -1.48780)
C (-1.54708, 0.44898, 1.60427)
H (-1.23088, -0.73936, -1.42326)
H (-8.61649, -2.85584, -0.28898)
N (-7.27660, 1.37103, 0.12678)
H (3.22506, -0.81162, -1.21697)
H (-1.88145, -1.54590, 0.84924)
H (3.66352, -0.59870, 1.80751)
H (3.14304, 1.78414, 1.71511)
O (6.84223, -1.05239, 0.38489)
C (2.33611, 1.50651, -0.27454)
H (3.94752, 2.76518, 0.45300)
H (-6.29857, -3.64702, -0.67692)
H (-0.22534, 1.55246, -1.40594)
O (0.41711, -1.35812, 0.78180)
C (-7.99838, -0.80569, -0.07818)
H (1.56530, 2.26179, -0.14902)
H (8.21674, -2.58808, 0.43986)
C (3.50248, 1.79532, 0.68049)
C (5.70308, 1.14732, -0.05423)
H (-2.16587, 1.31393, 1.84726)
C (-2.43951, -0.61273, 0.96012)
H (-1.12548, 0.04198, 2.52449)
H (4.80698, -1.28821, 0.64046)
N (4.53283, 0.78770, 0.53661)
C (2.86417, -0.82899, -0.18248)
C (8.01275, -1.61117, 0.04723)
C (0.63288, -0.19291, 0.49804)
H (0.05881, 1.77484, 1.12858)
H (-4.41017, -2.06791, -0.68465)
H (2.42261, -1.80203, 0.03659)
N (1.82985, 0.17546, -0.02752)
O (5.89367, 2.29414, -0.43361)
H (2.70485, 1.55364, -1.30639)
S (-8.86638, 1.38898, 0.30575)
O (-4.27993, 1.59458, 0.87606)
C (6.79042, 0.16611, -0.20847)
C (-6.49591, -2.59993, -0.50498)
C (-6.88689, 0.11525, -0.07928)
N (-2.91490, -0.22015, -0.35091)
C (-0.41652, 0.90147, 0.67037)
H (-3.31782, -0.78495, 1.58457)
N (-9.15784, -0.18011, 0.13353)
S (-4.23481, 0.81626, -0.32882)



Of them, *one* has the highest stability.



*one*
# C4H10N3

A molecular structure, C4H10N3 (wB97M-V/def2-TZVPD, OMol25).

## Properties
Multiplicity = 3
Charge = +1
E_HOMO (alpha / beta) = -0.3888 / -0.5749 Ha
Lowest unoccupied orbital energy (alpha / beta) = -0.138 / -0.342 Ha
Frontier orbital gap (alpha / beta) = 6.8 / 6.3 eV

Atoms and positions in Å:
H (-0.42918, -0.63980, -1.91919)
H (1.46181, 1.17663, -2.01505)
C (-1.02505, -1.65940, 0.09765)
H (-0.35744, 1.68284, 0.76801)
C (0.37247, 0.90085, 1.09773)
N (0.89798, 0.40143, -0.08433)
H (-0.11517, 0.15444, 1.72623)
H (-0.12600, -2.30951, 0.48909)
N (2.40320, -1.65463, 0.13559)
C (1.81993, -0.67707, 0.03544)
H (-1.34197, 0.30710, -0.74711)
N (1.45972, 1.30664, -0.99713)
H (-1.78044, -2.32143, -0.41818)
H (1.32432, 2.27369, -0.67874)
H (1.08844, 1.55015, 1.63856)
H (-1.53963, -1.16368, 0.97495)
C (-0.54623, -0.53381, -0.79343)



*two*
# C4H10N3

2 unconnected molecules or ions with the total composition C4H10N3 (wB97M-V/def2-TZVPD, OMol25).

## Properties
Multiplicity = 3
Charge = +1
E_HOMO (alpha / beta) = -0.3822 / -0.5299 Ha
Lowest unoccupied orbital energy (alpha / beta) = -0.154 / -0.257 Ha
Frontier orbital gap (alpha / beta) = 6.2 / 7.4 eV

Atoms and positions in Å:
H (0.95237, 2.65348, -0.74434)
N (-1.38332, -0.40052, -1.13219)
H (-0.94606, -1.04631, 1.41893)
H (-1.34124, -1.39252, -0.97963)
H (-1.54438, 1.38747, -0.41628)
H (-2.58580, -0.46864, 1.22031)
H (2.29719, -2.28803, 0.47992)
C (1.82225, -1.46365, -0.03498)
N (0.82399, 0.62929, -0.13825)
H (2.01021, -1.55097, -1.08539)
C (-1.23182, 0.42275, -0.13687)
H (2.27733, 1.93640, 0.14342)
H (-1.11610, -0.15913, -2.08600)
H (-1.19941, 0.55180, 2.09642)
C (1.32804, 1.79595, -0.25145)
C (-1.46533, -0.18543, 1.20398)
N (1.30205, -0.42191, 0.44236)



Of them, *two* has the highest stability.



*one*
# C3H4FNO2

2 unconnected molecules or ions with the total composition C3H4FNO2 (wB97M-V/def2-TZVPD, OMol25).

## Properties
Multiplicity = 1
E_HOMO = -0.4291 Ha
Lowest unoccupied orbital energy = -0.054 Ha
Frontier orbital gap = 10.2 eV

Atoms and positions in Å:
H (0.75640, 1.41186, -1.91242)
O (-0.17195, -2.45985, 1.77567)
H (-1.21751, 0.16179, -1.09827)
F (1.58373, -0.27647, 1.42196)
C (0.56410, 1.40719, -0.83996)
C (-0.31626, 0.27275, -0.49392)
H (1.49438, 1.35991, -0.28596)
N (-0.73339, -1.74128, 1.00775)
H (0.04767, 2.33728, -0.59616)
C (-0.14052, -0.60164, 0.45851)
O (-1.86666, -1.87152, 0.56281)



*two*
# C3H4FNO2

2 unconnected molecules or ions with the total composition C3H4FNO2 (wB97M-V/def2-TZVPD, OMol25).

## Properties
Multiplicity = 1
E_HOMO (alpha / beta) = -0.3972 / -0.3972 Ha
Lowest unoccupied orbital energy (alpha / beta) = -0.025 / -0.025 Ha
Frontier orbital gap (alpha / beta) = 10.1 / 10.1 eV

Atoms and positions in Å:
H (-1.40051, 0.92287, 1.12054)
H (0.83980, -0.61561, 1.95528)
C (1.03343, -0.33259, -1.63111)
N (1.38633, -0.59951, -2.68218)
C (0.48421, 0.55721, 0.42976)
O (1.27140, 0.05237, 1.40216)
H (-1.03037, -0.59740, -1.28852)
O (-1.47327, 0.13515, -0.83373)
F (-1.04134, -1.16260, 1.04024)
C (-0.95482, 0.10527, 0.41327)
H (0.88514, 1.53484, 0.07429)



Of them, *two* has the highest stability.



*one*
# C8H18N2Si

2 unconnected molecules or ions with the total composition C8H18N2Si (wB97M-V/def2-TZVPD, OMol25).

## Properties
Multiplicity = 1
E_HOMO (alpha / beta) = -0.2576 / -0.2576 Ha
Lowest unoccupied orbital energy (alpha / beta) = 0.001 / 0.001 Ha
Frontier orbital gap (alpha / beta) = 7.0 / 7.0 eV

Atoms and positions in Å:
C (-0.90533, 1.60059, -2.51299)
H (-0.04707, -2.52200, -0.91838)
H (-1.18237, 2.56506, -2.93488)
C (-3.00933, -0.05096, 1.02985)
C (-0.82455, 1.56534, -1.20565)
H (2.94929, -1.27003, 0.24971)
H (3.63830, 0.07579, 0.71539)
H (0.79102, -0.87402, -3.44687)
H (2.83356, 0.04155, -0.69629)
H (-0.04368, -1.64442, 1.76792)
H (-1.87673, -2.00218, 2.05471)
C (2.74669, -0.28392, 0.31748)
H (1.28482, -2.43539, -2.74153)
H (2.90130, 1.67391, 1.76570)
C (1.90571, 1.53908, 1.35188)
H (1.86731, 2.19091, 0.49321)
H (-3.27899, 0.02713, 2.07915)
H (-1.25712, 2.42843, -0.55527)
N (1.62334, 0.17595, 1.11519)
H (-0.75455, 0.77460, -3.09253)
H (-3.72600, -0.83705, 0.45069)
H (1.28122, 1.74665, 2.25672)
C (-0.09273, -1.52328, -1.44594)
H (-0.97699, -0.70568, 3.04379)
H (-3.27764, 1.05762, 0.67727)
C (0.70273, -1.57053, -2.51715)
Si (-0.58383, -0.08471, -0.37173)
N (-1.60114, -0.35488, 1.05712)
C (-1.08723, -1.30354, 2.01343)



*two*
# C8H18N2Si

A molecular structure, C8H18N2Si (wB97M-V/def2-TZVPD, OMol25).

## Properties
Multiplicity = 1
E_HOMO = -0.3048 Ha
Lowest unoccupied orbital energy = 0.025 Ha
Frontier orbital gap = 9.0 eV

Atoms and positions in Å:
C (0.33414, 0.04352, 0.46022)
N (-2.08673, -1.62820, 1.57368)
C (-1.50377, -0.26061, -2.36921)
H (1.41485, 2.25506, -1.21701)
H (-0.37407, 2.78993, -0.52416)
H (-1.96820, -1.44974, 2.59744)
C (1.31993, -0.85814, 0.47080)
H (-0.61962, 0.36988, -2.03707)
H (3.02692, -0.97374, -0.63221)
H (-3.33000, 1.18825, 1.22322)
H (1.70760, -2.89518, 0.88232)
C (2.82026, -0.57752, 0.31678)
H (1.04820, 3.43432, 0.13998)
C (0.66671, 1.46661, 0.78225)
C (0.71307, 2.52523, -0.33408)
Si (-1.46193, -0.50780, 0.44121)
H (-0.20983, 1.72426, 1.36001)
H (2.95347, 0.51567, 0.35039)
H (-1.64856, -0.38858, -3.46978)
N (-2.42632, 1.52623, 0.88702)
H (0.05830, -2.63101, 0.43711)
H (-2.51413, 1.99632, -0.02617)
H (1.41754, -2.80333, -0.85315)
H (-3.10975, -1.41726, -1.52124)
H (-3.10451, -1.79831, 1.55214)
C (-2.16323, -0.79382, -1.36509)
H (1.54231, 1.62928, 1.37532)
H (3.34369, -1.07567, 1.13672)
C (1.10812, -2.35738, 0.20301)



Of them, *two* has the highest stability.



*one*
# C4H4S3

C4H4S3 in the gas phase (wB97M-V/def2-TZVPD, OMol25).

## Properties
SMILES = C=C(C=S)C(=S)S
Multiplicity = 1
E_HOMO = -0.3299 Ha
Lowest unoccupied orbital energy = -0.049 Ha
Frontier orbital gap = 7.7 eV

Atoms and positions in Å:
S (-2.59943, -0.74533, -0.57811)
H (0.85467, 1.25677, -1.34366)
C (0.05990, -0.30662, -0.03198)
H (-0.51639, -2.03564, 1.05156)
S (-1.59316, 1.90387, 0.10614)
H (1.29570, -1.86612, 0.73273)
C (0.28525, -1.46043, 0.61770)
C (-1.32811, 0.20207, -0.16228)
C (1.16155, 0.47313, -0.63855)
H (-0.36754, 2.23893, 0.58022)
S (2.74757, 0.33936, -0.33377)



*two*
# C4H4S3

C4H4S3 in the gas phase (wB97M-V/def2-TZVPD, OMol25).

## Properties
Multiplicity = 1
E_HOMO (alpha / beta) = -0.2789 / -0.2792 Ha
Lowest unoccupied orbital energy (alpha / beta) = -0.014 / -0.016 Ha
Frontier orbital gap (alpha / beta) = 7.2 / 7.1 eV

Atoms and positions in Å:
S (-3.04414, 1.94931, 0.13691)
H (-0.83099, 2.38848, 0.62506)
H (0.48392, -0.61416, -1.11862)
C (0.44398, -0.30355, -0.12419)
C (-1.30089, 1.57910, 0.23716)
C (-0.77318, 0.43954, 0.12489)
S (-2.69320, -2.52438, -0.08636)
H (0.51424, -1.12944, 0.56850)
H (1.21320, 0.45103, 0.12260)
C (-2.83149, -0.92970, -0.11564)
S (-4.02587, 0.17133, -0.31670)



Of them, *one* has the highest stability.